# 1
Below is a cluster of 7 separate species, C4H24N2O6 in total in a non-equilibrium geometry, with properties calculated with the ωB97M-V functional and the def2-TZVPD basis.

Structure (XYZ):
```
36
C4H24N2O6 | OMol25 | the ωB97M-V functional and the def2-TZVPD basis
N 0.700 0.122 -2.258
C 1.118 -1.059 -1.555
C 1.459 -0.738 -0.081
N 0.241 -0.568 0.690
C 0.442 0.347 1.831
C -0.293 -1.851 1.164
H -0.268 0.423 -2.053
H 1.330 0.931 -2.143
H 2.012 -1.456 -2.053
H 0.354 -1.837 -1.640
H 2.036 0.194 -0.088
H 2.113 -1.538 0.296
H -0.544 0.555 2.258
H 1.041 -0.053 2.654
H 0.911 1.271 1.481
H -0.427 -2.554 0.340
H -1.247 -1.692 1.664
H 0.366 -2.344 1.896
H -3.963 0.536 1.380
H -3.827 -0.242 0.048
O -3.950 0.661 0.417
H -3.506 -1.714 -1.691
H -2.255 -1.421 -0.778
O -3.191 -1.662 -0.768
H -0.649 2.590 -1.341
H -0.508 4.154 -1.137
O -0.101 3.377 -1.549
H -2.418 1.171 -0.325
H -0.917 0.756 -0.173
O -1.531 1.201 -0.784
H 2.852 2.509 -1.569
H 1.319 2.517 -1.198
O 2.143 1.985 -1.147
H 3.789 -1.420 3.022
H 2.466 -1.325 2.247
O 2.901 -1.824 2.943
```

## Properties
- Spin multiplicity: 2
- E_tot: -727.44534 Ha
- Net charge: +1
- ΔE to the lowest compared entry with this formula, charge and spin: 2.12 kcal/mol
- Largest force on an atom: 2.10 eV/Å
- E_LUMO (alpha / beta): -2.66 / -7.51 eV

Taken from the Löwdin analysis, the atomic charges in e are: atom 1 (N): 0.297, atom 2 (C): -0.131, atom 3 (C): -0.175, atom 4 (N): -0.286, atom 5 (C): -0.058, atom 6 (C): -0.059, atom 7 (H): 0.111, atom 8 (H): 0.080, atom 9 (H): 0.149, atom 10 (H): 0.125, atom 11 (H): 0.105, atom 12 (H): 0.135, atom 13 (H): 0.100, atom 14 (H): 0.085, atom 15 (H): 0.098, atom 16 (H): 0.087, atom 17 (H): 0.098, atom 18 (H): 0.100, atom 19 (H): 0.072, atom 20 (H): 0.007, atom 21 (O): -0.060, atom 22 (H): 0.094, atom 23 (H): 0.021, atom 24 (O): -0.038, atom 25 (H): 0.001, atom 26 (H): 0.085, atom 27 (O): -0.057, atom 28 (H): 0.051, atom 29 (H): 0.015, atom 30 (O): -0.089, atom 31 (H): 0.106, atom 32 (H): 0.010, atom 33 (O): -0.063, atom 34 (H): 0.068, atom 35 (H): -0.033, atom 36 (O): -0.052

=====

# 2
Below is a cluster of 7 separate species, C4H24N2O7 in total in a non-equilibrium geometry, with properties calculated with the ωB97M-V functional and the def2-TZVPD basis.

Structure (XYZ):
```
37
C4H24N2O7 | OMol25 | the ωB97M-V functional and the def2-TZVPD basis
N -0.781 2.452 1.611
C 0.511 2.711 0.899
C 1.388 1.396 0.947
N 1.046 0.461 -0.173
C 2.291 -0.303 -0.633
C 1.939 -1.509 -1.561
O 2.359 -2.695 -1.084
H -1.294 1.721 1.104
H -0.744 2.292 2.644
H 0.250 2.842 -0.168
H 1.014 3.509 1.410
H 1.198 0.970 1.951
H 2.537 1.583 0.883
H 0.397 0.882 -0.906
H 2.810 -0.790 0.231
H 2.950 0.410 -0.882
H 0.910 -1.494 -1.644
H 2.521 -1.379 -2.592
H 2.112 -3.103 -0.246
O -2.912 -2.051 0.019
H -2.308 -1.833 0.746
H -2.999 -3.014 0.079
O -0.584 -0.157 -3.991
H -1.013 0.560 -4.486
H -1.238 -0.710 -3.563
O -0.023 0.371 4.393
H 0.725 -0.122 4.145
H -0.680 -0.235 4.873
O -0.880 1.792 -1.714
H -1.162 0.856 -1.586
H -1.242 2.040 -2.640
O -1.844 -0.665 -1.450
H -1.805 -1.419 -1.931
H -2.704 -0.774 -1.041
O -1.286 -1.534 2.215
H -0.715 -0.895 1.541
H -0.741 -2.163 2.603
```

## Properties
- E_tot: -802.84986 Ha
- SMILES: NCCNCCO.O.O.O.O.O.O
- ΔE to the lowest compared entry with this formula, charge and spin: 113.64 kcal/mol
- Largest force on an atom: 5.61 eV/Å
- E_LUMO: 0.03 eV

Taken from the Löwdin analysis, the atomic charges in e are: atom 1 (N): -0.024, atom 2 (C): -0.236, atom 3 (C): -0.229, atom 4 (N): -0.079, atom 5 (C): -0.158, atom 6 (C): -0.287, atom 7 (O): -0.069, atom 8 (H): 0.047, atom 9 (H): 0.064, atom 10 (H): 0.083, atom 11 (H): 0.089, atom 12 (H): 0.075, atom 13 (H): 0.119, atom 14 (H): 0.069, atom 15 (H): 0.118, atom 16 (H): 0.052, atom 17 (H): 0.062, atom 18 (H): 0.165, atom 19 (H): 0.100, atom 20 (O): -0.066, atom 21 (H): 0.005, atom 22 (H): 0.074, atom 23 (O): -0.050, atom 24 (H): 0.050, atom 25 (H): 0.007, atom 26 (O): -0.074, atom 27 (H): -0.011, atom 28 (H): 0.086, atom 29 (O): -0.127, atom 30 (H): -0.019, atom 31 (H): 0.097, atom 32 (O): -0.037, atom 33 (H): -0.003, atom 34 (H): 0.046, atom 35 (O): -0.082, atom 36 (H): 0.144, atom 37 (H): 0.000

=====

# 3
Below is a cluster of 7 separate species, C4H25N2O6 in total in a non-equilibrium geometry, with properties calculated with the ωB97M-V functional and the def2-TZVPD basis.

Structure (XYZ):
```
37
C4H25N2O6 | OMol25 | the ωB97M-V functional and the def2-TZVPD basis
C -0.682 0.340 2.044
N 0.033 1.537 1.603
C -1.879 0.163 1.106
N -1.282 -0.240 -0.222
C -1.807 0.395 -1.444
C -2.686 -1.020 1.610
H -1.011 0.357 3.080
H -0.021 -0.501 1.906
H -0.084 2.389 2.134
H 1.027 1.420 1.444
H -2.473 1.055 0.967
H -1.169 -1.256 -0.292
H -0.297 0.007 -0.189
H -1.985 -0.377 -2.178
H -1.131 1.165 -1.802
H -2.673 1.043 -1.296
H -3.141 -0.775 2.565
H -2.121 -1.941 1.769
H -3.513 -1.363 0.987
H 1.631 2.232 -2.293
H 3.091 1.960 -2.840
O 2.379 1.629 -2.282
H 3.836 3.961 -0.501
H 2.266 4.103 -1.083
O 3.211 4.085 -1.213
H -1.218 -3.689 4.169
H -1.142 -4.510 2.884
O -1.046 -3.608 3.223
H 0.175 -2.260 -1.555
H 0.061 -3.452 -0.531
O -0.430 -2.883 -1.130
H 2.990 0.257 0.548
H 2.268 0.917 -0.658
O 2.176 0.230 0.035
H 0.890 -0.832 -3.384
H 1.283 0.063 -2.238
O 0.537 -0.477 -2.559
```

## Properties
- E_tot: -728.11870 Ha
- Net charge: +1
- ΔE to the lowest compared entry with this formula, charge and spin: 45.39 kcal/mol
- Largest force on an atom: 2.20 eV/Å
- E_LUMO: -2.66 eV

Taken from the Löwdin analysis, the atomic charges in e are: atom 1 (C): -0.208, atom 2 (N): 0.010, atom 3 (C): -0.296, atom 4 (N): 0.028, atom 5 (C): -0.015, atom 6 (C): -0.045, atom 7 (H): 0.128, atom 8 (H): 0.121, atom 9 (H): 0.080, atom 10 (H): 0.041, atom 11 (H): 0.146, atom 12 (H): 0.118, atom 13 (H): 0.107, atom 14 (H): 0.101, atom 15 (H): 0.085, atom 16 (H): 0.103, atom 17 (H): 0.092, atom 18 (H): 0.064, atom 19 (H): 0.092, atom 20 (H): 0.068, atom 21 (H): 0.092, atom 22 (O): -0.046, atom 23 (H): 0.047, atom 24 (H): 0.030, atom 25 (O): -0.042, atom 26 (H): 0.046, atom 27 (H): 0.047, atom 28 (O): -0.064, atom 29 (H): 0.015, atom 30 (H): 0.061, atom 31 (O): -0.042, atom 32 (H): 0.064, atom 33 (H): 0.003, atom 34 (O): -0.066, atom 35 (H): 0.082, atom 36 (H): 0.011, atom 37 (O): -0.060

=====

# 4
Below is a structure of composition C4H25NO8 in a non-equilibrium geometry, with properties calculated with the ωB97M-V functional and the def2-TZVPD basis.

Structure (XYZ):
```
38
C4H25NO8 | OMol25 | the ωB97M-V functional and the def2-TZVPD basis
C -0.334 -0.256 -0.616
C -1.420 -0.522 -1.596
C -2.447 0.612 -1.838
O -3.308 0.729 -0.735
C -4.005 1.988 -0.702
N -0.702 -0.951 -2.768
H -0.812 0.037 0.319
H 0.275 0.598 -0.912
H 0.336 -1.103 -0.471
H -1.969 -1.329 -1.112
H -2.940 0.386 -2.784
H -1.836 1.510 -1.922
H -4.529 2.201 -1.633
H -3.345 2.794 -0.383
H -4.790 1.964 0.054
H -1.364 -1.302 -3.445
H -0.387 -0.067 -3.141
O 2.878 1.441 1.450
H 2.724 0.522 1.671
H 3.763 1.619 1.770
O 2.882 -1.652 0.120
H 2.841 -0.763 -0.233
H 1.966 -1.918 0.205
O 0.805 -0.357 1.156
H 1.666 -0.363 1.573
H 0.284 0.243 1.690
O 2.224 0.139 -0.691
H 1.775 0.033 0.148
H 2.073 1.053 -0.930
O 2.779 -0.612 1.935
H 2.684 -1.297 2.597
H 2.899 -1.088 1.113
O -0.470 0.673 2.681
H -0.847 0.169 3.402
H -0.344 1.551 3.043
O 0.654 -2.431 0.413
H 0.385 -1.585 0.771
H -0.044 -2.666 -0.198
```

## Properties
- E_tot: -823.66054 Ha
- ΔE to the lowest compared entry with this formula, charge and spin: 279.87 kcal/mol
- Largest force on an atom: 11.24 eV/Å
- E_LUMO: 0.01 eV

Taken from the Löwdin analysis, the atomic charges in e are: atom 1 (C): -0.109, atom 2 (C): -0.431, atom 3 (C): -0.209, atom 4 (O): -0.176, atom 5 (C): -0.095, atom 6 (N): 0.059, atom 7 (H): 0.108, atom 8 (H): 0.105, atom 9 (H): 0.051, atom 10 (H): 0.143, atom 11 (H): 0.120, atom 12 (H): 0.123, atom 13 (H): 0.085, atom 14 (H): 0.084, atom 15 (H): 0.080, atom 16 (H): 0.068, atom 17 (H): 0.077, atom 18 (O): -0.040, atom 19 (H): -0.191, atom 20 (H): 0.048, atom 21 (O): 0.086, atom 22 (H): -0.109, atom 23 (H): -0.022, atom 24 (O): -0.167, atom 25 (H): -0.123, atom 26 (H): -0.047, atom 27 (O): -0.001, atom 28 (H): -0.025, atom 29 (H): 0.114, atom 30 (O): 0.100, atom 31 (H): 0.165, atom 32 (H): -0.166, atom 33 (O): 0.076, atom 34 (H): 0.104, atom 35 (H): 0.103, atom 36 (O): -0.022, atom 37 (H): -0.054, atom 38 (H): 0.089

=====

# 5
Below is a cluster of 9 separate species, C4H26N2O10 in total in a non-equilibrium geometry, with properties calculated with the ωB97M-V functional and the def2-TZVPD basis.

Structure (XYZ):
```
42
C4H26N2O10 | OMol25 | the ωB97M-V functional and the def2-TZVPD basis
N 0.515 2.094 1.672
C 1.353 1.126 2.232
C 1.997 0.012 1.302
C 0.866 -0.689 0.620
N 1.100 -0.875 -0.890
C 0.668 -1.948 1.459
O 0.149 -1.743 2.540
O 0.936 -3.164 1.022
H 0.783 3.088 2.013
H 0.557 1.953 0.687
H 2.219 1.745 2.786
H 0.922 0.645 3.090
H 2.755 0.385 0.574
H 2.549 -0.602 1.973
H -0.033 -0.050 0.808
H 1.771 -0.141 -1.129
H 0.220 -0.677 -1.261
H 1.264 -3.170 0.065
O 1.739 -4.244 -1.275
H 2.330 -3.617 -1.289
H 1.081 -3.893 -1.926
O -0.417 2.047 -1.214
H -0.862 1.475 -1.791
H -1.222 2.430 -0.964
O -0.495 0.184 -3.581
H -0.612 -0.523 -2.915
H -1.445 0.155 -3.956
O -3.086 1.461 -1.554
H -3.879 1.795 -1.846
H -2.946 1.753 -0.670
O -1.899 -0.890 -1.633
H -1.703 -1.308 -0.934
H -2.551 -0.218 -1.622
O 3.639 1.378 -1.546
H 4.168 1.939 -1.000
H 3.418 2.046 -2.221
O -2.496 -0.802 2.700
H -2.769 -1.657 2.590
H -1.485 -0.826 2.899
O -2.890 1.219 1.105
H -3.188 1.860 1.718
H -3.024 0.246 1.364
```

## Properties
- E_tot: -1029.83368 Ha
- SMILES: NCC[C@@H](N)C(=O)O.O.O.O.O.O.O.O.O
- ΔE to the lowest compared entry with this formula, charge and spin: 114.19 kcal/mol
- Largest force on an atom: 9.65 eV/Å
- E_LUMO: 0.27 eV

Taken from the Löwdin analysis, the atomic charges in e are: atom 1 (N): -0.015, atom 2 (C): -0.316, atom 3 (C): -0.122, atom 4 (C): -0.273, atom 5 (N): 0.114, atom 6 (C): -0.493, atom 7 (O): 0.056, atom 8 (O): 0.133, atom 9 (H): 0.124, atom 10 (H): 0.017, atom 11 (H): 0.137, atom 12 (H): 0.081, atom 13 (H): 0.107, atom 14 (H): 0.106, atom 15 (H): 0.136, atom 16 (H): 0.055, atom 17 (H): -0.013, atom 18 (H): 0.080, atom 19 (O): 0.022, atom 20 (H): -0.054, atom 21 (H): 0.099, atom 22 (O): -0.013, atom 23 (H): -0.037, atom 24 (H): -0.005, atom 25 (O): -0.106, atom 26 (H): -0.012, atom 27 (H): 0.090, atom 28 (O): -0.006, atom 29 (H): 0.033, atom 30 (H): 0.001, atom 31 (O): 0.043, atom 32 (H): -0.061, atom 33 (H): 0.007, atom 34 (O): -0.048, atom 35 (H): 0.024, atom 36 (H): 0.060, atom 37 (O): -0.051, atom 38 (H): -0.003, atom 39 (H): 0.091, atom 40 (O): -0.077, atom 41 (H): 0.030, atom 42 (H): 0.059

=====

# 6
Below is a cluster of 9 separate species, C4H26NO9S in total in a non-equilibrium geometry, with properties calculated with the ωB97M-V functional and the def2-TZVPD basis.

Structure (XYZ):
```
41
C4H26NO9S | OMol25 | the ωB97M-V functional and the def2-TZVPD basis
C -2.359 0.936 1.116
N -1.892 -0.145 0.153
C -0.372 -0.239 0.019
C -0.113 -1.631 -0.658
S 1.252 -2.599 0.126
C 0.457 0.864 -0.589
O 1.226 1.522 0.408
H -1.693 1.249 1.866
H -2.670 1.816 0.551
H -3.184 0.289 1.498
H -2.197 -0.150 -0.801
H -0.133 -0.175 1.143
H 0.061 -1.428 -1.781
H -1.003 -2.331 -0.513
H 1.760 0.837 0.896
H 0.983 0.684 -1.582
H -0.176 1.773 -0.889
H -1.933 -0.100 -3.594
H -1.485 -1.480 -2.930
O -1.970 -0.674 -2.822
H 1.609 2.577 2.057
H 0.303 3.080 2.526
O 1.266 3.093 2.795
H 0.269 -0.694 3.291
H 0.799 0.584 3.742
O 1.014 -0.350 3.854
H 1.447 -0.644 -3.430
H 0.034 -0.252 -3.213
O 0.618 -0.542 -3.910
H -1.478 2.755 -2.103
H -2.019 1.375 -1.998
O -1.926 2.101 -2.639
H 2.306 -2.141 -2.473
H 2.728 -1.181 -1.361
O 2.704 -1.291 -2.301
H -0.230 -2.282 3.397
H -0.687 -1.975 1.947
O -0.867 -1.812 2.905
H 2.250 -0.554 2.466
H 2.633 -0.776 1.059
O 2.666 -0.091 1.768
```

## Properties
- E_tot: -1298.10725 Ha
- Net charge: -1
- ΔE to the lowest compared entry with this formula, charge and spin: 75.60 kcal/mol
- Largest force on an atom: 4.39 eV/Å
- E_LUMO: 2.83 eV

Taken from the Löwdin analysis, the atomic charges in e are: atom 1 (C): -0.080, atom 2 (N): -0.084, atom 3 (C): -0.392, atom 4 (C): -0.635, atom 5 (S): 0.361, atom 6 (C): -0.220, atom 7 (O): -0.133, atom 8 (H): 0.044, atom 9 (H): 0.058, atom 10 (H): 0.086, atom 11 (H): 0.038, atom 12 (H): 0.112, atom 13 (H): 0.032, atom 14 (H): 0.061, atom 15 (H): 0.009, atom 16 (H): 0.123, atom 17 (H): 0.111, atom 18 (H): 0.054, atom 19 (H): 0.034, atom 20 (O): -0.055, atom 21 (H): -0.006, atom 22 (H): 0.052, atom 23 (O): -0.086, atom 24 (H): -0.011, atom 25 (H): 0.034, atom 26 (O): -0.089, atom 27 (H): -0.017, atom 28 (H): -0.036, atom 29 (O): -0.076, atom 30 (H): 0.025, atom 31 (H): -0.003, atom 32 (O): -0.062, atom 33 (H): 0.018, atom 34 (H): -0.039, atom 35 (O): -0.100, atom 36 (H): 0.027, atom 37 (H): 0.021, atom 38 (O): -0.060, atom 39 (H): -0.017, atom 40 (H): -0.021, atom 41 (O): -0.079